(1)
18
Properties=species:S:1:pos:R:3 method="wB97M-V/def2-TZVPD" charge=+1 gap_ha=0.3924 e_lumo_ev=-3.4 smiles=C[N+]12CCN1CC2 molar_mass_g_mol=99.16
C 1.2490 -1.3592 0.3319
C 1.1670 1.1804 0.0851
C -0.2625 -1.2096 -0.8036
C -0.1485 1.3012 -0.6903
C -1.6414 0.0170 0.9135
N 0.7650 -0.0518 0.7485
N -0.4862 -0.0448 -0.0076
H 1.0671 -2.0123 1.0558
H 2.1817 -1.3298 -0.3701
H 2.0232 1.1429 -0.5839
H 1.6302 1.9156 0.7016
H -0.2378 -1.0539 -1.8290
H -0.8345 -2.0432 -0.6909
H -0.8049 2.1312 -0.4995
H 0.1522 1.0391 -1.7693
H -2.6496 0.2838 0.3452
H -1.5763 -0.7663 1.5518
H -1.5937 0.8597 1.5107

(2)
50
Properties=species:S:1:pos:R:3 method="wB97M-V/def2-TZVPD" charge=-1 gap_ha=0.2150 e_lumo_ev=2.2 molar_mass_g_mol=646.70
Ca -0.5213 -0.2540 0.2270
N -0.8097 -4.7286 -0.1673
C -1.1881 -3.4188 -0.1956
S -1.6463 -2.6954 1.2751
N -1.1574 -2.8936 -1.4179
N -1.3193 -1.5725 -1.4614
C -1.4858 -1.0245 -2.6108
C -1.6281 0.4151 -2.7131
C -1.7358 1.0386 -3.9608
C -1.8966 2.4080 -4.0197
C -1.9524 3.1353 -2.8375
C -1.8081 2.4471 -1.6443
N -1.6430 1.1321 -1.5747
H -1.0615 -5.2505 0.6515
H -0.7565 -5.2096 -1.0504
H -1.5117 -1.6205 -3.5224
H -1.6811 0.4406 -4.8614
H -1.9722 2.9150 -4.9736
H -2.0847 4.2079 -2.8427
H -1.8118 2.9718 -0.6956
Br 1.8117 2.0185 -2.2687
C 1.9585 2.1881 -0.3543
Br 1.2163 3.8566 0.2501
H 3.0065 2.1760 -0.0899
H 1.4210 1.3564 0.1071
Cl -2.5387 2.1854 6.9172
C -1.8777 1.8803 5.3340
C -0.5131 1.6901 5.1904
C -0.0015 1.4569 3.9296
Cl 1.6987 1.2058 3.7244
C -0.8018 1.4026 2.7593
O -0.3206 1.2100 1.5849
C -2.1887 1.5756 2.9955
Cl -3.2123 1.4009 1.6087
C -2.7266 1.8166 4.2432
H 0.1442 1.7196 6.0473
H -3.7915 1.9506 4.3712
C 2.1747 -1.9532 -1.9175
C 2.8075 -1.3498 -0.6647
C 3.9087 -2.3071 -0.1718
C 1.7787 -1.0379 0.4386
H 1.4766 -1.2539 -2.3825
H 2.9388 -2.2197 -2.6571
H 1.6210 -2.8567 -1.6511
H 3.3114 -0.4190 -0.9620
H 3.4582 -3.2647 0.1035
H 4.4066 -1.8997 0.7103
H 4.6735 -2.4987 -0.9386
H 2.3068 -0.4709 1.2212
H 1.5245 -2.0023 0.9170

(3)
108
Properties=species:S:1:pos:R:3 method="wB97M-V/def2-TZVPD" charge=-1 gap_ha=0.2440 e_lumo_ev=1.7 molar_mass_g_mol=917.83
Ti -0.7256 0.7654 -0.7655
O -2.0015 2.1971 -0.4342
C -3.2932 2.0257 -0.3157
C -4.1752 2.9278 -0.9412
C -5.5384 2.7607 -0.8579
C -6.0922 1.7096 -0.1178
C -5.2493 0.8438 0.5413
C -3.8590 0.9659 0.4437
C -2.9926 0.1533 1.2705
N -1.7455 0.0099 1.0192
N -0.9364 -0.3680 2.0862
C 0.2430 0.1306 1.8511
O 0.5424 0.7442 0.7501
C 1.2924 0.0753 2.8966
C 2.5220 0.6760 2.6426
C 3.5178 0.6417 3.6088
C 3.2932 0.0087 4.8226
C 2.0596 -0.5816 5.0789
C 1.0612 -0.5467 4.1210
H -3.7364 3.7389 -1.5080
H -6.1927 3.4548 -1.3721
H -7.1652 1.5861 -0.0573
H -5.6541 0.0312 1.1349
H -3.3694 -0.2187 2.2240
H 2.6872 1.1534 1.6836
H 4.4713 1.1149 3.4099
H 4.0726 -0.0169 5.5762
H 1.8792 -1.0687 6.0296
H 0.0954 -1.0005 4.3004
C 0.4444 -3.1452 -2.7133
O -0.4666 -2.5099 -3.6102
C -0.0910 -1.2801 -4.0857
C -0.1568 -1.0710 -5.4500
C 0.1430 0.1742 -5.9987
C 0.5095 1.2105 -5.1647
C 0.5420 1.0336 -3.7810
C 0.8992 2.1438 -2.9063
N 0.5010 2.2362 -1.6974
N 0.9680 3.2407 -0.8754
C 2.2056 2.9933 -0.4470
O 2.9638 2.0591 -0.7790
C 2.6788 3.9746 0.5995
C 1.8248 4.9016 1.1896
C 2.2960 5.7604 2.1718
C 3.6236 5.7020 2.5766
C 4.4790 4.7774 1.9927
C 4.0058 3.9183 1.0113
C 0.2490 -0.2228 -3.2197
O 0.2797 -0.4089 -1.9056
H 0.2101 -4.2091 -2.7495
H 0.3422 -2.7691 -1.6970
H 1.4755 -2.9937 -3.0460
H -0.4583 -1.9008 -6.0765
H 0.0865 0.3221 -7.0689
H 0.7474 2.1857 -5.5736
H 1.5516 2.9258 -3.2939
H 0.7916 4.9221 0.8713
H 1.6235 6.4740 2.6330
H 3.9877 6.3708 3.3474
H 5.5151 4.7255 2.3064
H 4.6451 3.1796 0.5445
C 3.6538 -1.7345 0.6847
C 2.4307 -1.6016 0.0479
N 1.3284 -2.2203 0.4778
C 1.4244 -2.9591 1.5703
C 2.5966 -3.1221 2.3215
C 3.7462 -2.5014 1.8326
C 2.4590 -3.9078 3.5487
C 3.0989 -3.9324 4.7265
C 4.2331 -3.1572 5.2344
C 4.2673 -2.8407 6.5974
C 5.3174 -2.0787 7.0543
N 6.2935 -1.6443 6.2526
C 6.1769 -2.0057 4.9824
N 5.2167 -2.7399 4.4340
H 4.5176 -1.2138 0.2941
H 2.3138 -0.9682 -0.8245
H 0.5034 -3.4293 1.9074
H 4.6810 -2.6142 2.3590
H 1.5770 -4.5434 3.5233
H 2.6510 -4.5687 5.4837
H 3.4795 -3.1657 7.2636
H 5.3893 -1.7947 8.0987
H 6.9598 -1.6669 4.3122
N -2.0928 0.2089 -1.9770
C -3.0673 -0.2675 -2.6009
C -3.9143 -1.3446 -1.9976
C -5.2978 -1.3539 -2.1470
C -6.0667 -2.3034 -1.4897
C -5.4570 -3.2578 -0.6878
C -4.0750 -3.2572 -0.5424
C -3.3079 -2.3035 -1.1913
C -3.3747 0.2367 -3.9789
C -3.9081 -0.5856 -4.9658
C -4.1089 -0.0981 -6.2500
C -3.7878 1.2162 -6.5541
C -3.2516 2.0403 -5.5718
C -3.0402 1.5513 -4.2944
H -5.7728 -0.5940 -2.7547
H -7.1444 -2.2927 -1.5969
H -6.0572 -4.0009 -0.1771
H -3.5948 -4.0014 0.0808
H -2.2303 -2.2832 -1.0786
H -4.1443 -1.6162 -4.7332
H -4.5103 -0.7488 -7.0171
H -3.9468 1.5964 -7.5557
H -2.9903 3.0646 -5.8064
H -2.6017 2.1704 -3.5211

(4)
47
Properties=species:S:1:pos:R:3 method="wB97M-V/def2-TZVPD" charge=-1 gap_ha=0.1883 e_lumo_ev=1.8 molar_mass_g_mol=407.16
C 2.1474 0.2341 2.2801
C 3.3335 -0.3017 1.4164
N 3.0174 -0.7540 0.0541
C 2.3298 0.2543 -0.7858
C 3.2405 0.6479 -2.0064
C 2.4183 -2.0449 -0.0135
S 2.9791 -3.0955 -1.1857
S 1.0787 -2.6481 1.0696
C -0.2919 -2.8641 -0.1486
C -1.6948 -2.9755 0.5089
C -2.1663 -1.6959 1.2731
P -2.0614 -0.1103 0.2780
O -0.4339 0.1404 0.8012
Br -4.3180 -0.3049 -0.3345
C -1.6387 0.0205 -1.5436
C -2.4002 1.1534 -2.3188
B -2.5006 1.5476 1.1979
C -1.4737 2.7432 0.8851
O -3.6027 1.6535 2.0736
H 2.5994 0.8173 3.1188
H 1.5364 -0.5527 2.7571
H 1.4650 0.9258 1.7575
H 3.8700 -1.1087 1.9612
H 4.0768 0.5211 1.3186
H 2.0878 1.2002 -0.2757
H 1.4272 -0.2251 -1.2257
H 2.6721 1.3517 -2.6524
H 4.1071 1.2302 -1.6226
H 3.5524 -0.2267 -2.6010
H -0.2192 -2.0860 -0.9308
H -0.0966 -3.8305 -0.6661
H -1.6304 -3.7901 1.2675
H -2.4468 -3.3314 -0.2254
H -3.2386 -1.8550 1.5160
H -1.6523 -1.6121 2.2503
H 0.2156 -0.2447 0.2125
H -0.5602 0.1544 -1.7519
H -1.9433 -0.9450 -2.0151
H -3.2590 0.7774 -2.9026
H -1.6764 1.5682 -3.0533
H -2.7151 2.0010 -1.6881
H -1.9610 3.7337 0.8011
H -0.7043 2.7275 1.6942
H -0.9510 2.4622 -0.0687
H -3.3224 2.2890 2.7365
O 0.2215 2.8356 -1.8303
H 0.5828 3.6125 -1.3829

Number 1: E -8331.606 eV. Number 2: E -233928.606 eV. Number 3: E -100905.026 eV. Number 4: E -121156.307 eV.